1.
Molecular formula: C38H44BrNOSi2
Method: DFT, ωB97M-V/def2-TZVPD

Last column: Löwdin charge in e.
Geometry (Å):
1 C 3.68523 3.30518 3.22618  -0.098
2 C 11.94629 -0.68255 6.01054  -0.098
3 C -8.07889 1.97066 -4.55812  -0.099
4 C 7.69852 3.59299 2.18188  -0.099
5 C -9.24140 -6.97304 -2.36795  -0.097
6 C -6.40302 -2.66150 -1.24386  -0.141
7 C -11.01835 -6.53156 -0.80968  -0.098
8 C 7.07081 4.62029 1.49081  -0.102
9 H -8.17049 0.96282 -8.28084  0.099
10 H -3.77044 -1.22153 2.44125  -0.020
11 C -5.38998 -2.68091 -0.30150  -0.084
12 H 0.49012 2.66053 1.16398  0.098
13 H 1.36295 -0.40194 -1.85330  0.093
14 H 7.19718 5.99155 -0.15334  0.101
15 H 2.65835 -0.43268 -0.67585  0.097
16 C 3.78328 2.80330 1.93574  -0.095
17 H 0.69104 -1.92107 0.65474  0.047
18 C -4.55742 -1.57051 -0.16932  -0.305
19 H -1.42035 -1.65079 -1.37398  -0.002
20 C -8.95298 -5.61617 -2.42111  -0.104
21 H -8.66156 -7.67331 -2.95541  0.100
22 H 2.84238 -2.28251 -2.28285  0.055
23 C 8.93480 4.73994 -0.02257  -0.096
24 H 13.63582 1.74397 4.36151  0.100
25 H 10.53580 3.36128 0.35090  0.101
26 H -11.31166 -4.47387 -0.27930  0.101
27 H 2.36462 3.96896 4.78108  0.101
28 H -7.67070 -0.10264 -4.16711  0.077
29 H 9.82049 -0.73308 6.29288  0.100
30 H -5.26162 -3.56544 0.31344  0.103
31 C 2.43921 3.57699 3.77486  -0.093
32 H -7.06400 -3.51784 -1.34756  0.085
33 Si -3.20433 -1.54067 1.11653  0.548
34 C 8.94478 3.13968 1.77164  -0.095
35 C 1.38723 2.84245 1.74336  -0.100
36 H 14.02422 -0.37021 5.58026  0.100
37 H -0.93951 0.69956 -1.27870  -0.013
38 H -8.05570 2.25331 -3.51283  0.099
39 C 11.50977 1.69166 4.64153  -0.103
40 C 0.71969 -0.94022 0.17001  -0.323
41 H 4.75617 2.59526 1.50809  0.094
42 O -2.09172 -0.38244 0.73432  -0.436
43 H -9.47551 -3.65788 -1.71783  0.096
44 C 1.28902 3.34385 3.03388  -0.092
45 C 12.80025 1.20087 4.78405  -0.096
46 H 2.70861 2.18667 0.18457  0.096
47 H -8.14812 -5.25787 -3.05129  0.100
48 H -2.56653 -2.87704 1.16371  -0.008
49 H -11.82354 -6.88876 -0.18051  0.100
50 C -7.85807 0.64987 -4.92416  -0.098
51 H -8.50656 3.95830 -5.24375  0.099
52 H -6.01136 0.25548 -2.62394  0.093
53 C -9.69723 -4.71710 -1.67058  -0.105
54 H 6.09807 4.97287 1.81065  0.095
55 C 10.43805 0.99659 5.18443  -0.100
56 H 0.31674 3.55100 3.46192  0.101
57 C 13.01821 0.01350 5.46887  -0.098
58 H 9.43180 1.38179 5.07536  0.096
59 H 1.23845 -2.88053 -1.84307  0.059
60 C 9.56342 3.71417 0.66997  -0.093
61 C 2.63307 2.57316 1.19365  -0.097
62 C -8.36613 2.56586 -6.86923  -0.100
63 C -8.14483 1.24539 -7.23611  -0.099
64 N -6.62086 -1.62890 -2.05474  0.063
65 H -7.71905 -0.74223 -6.54878  0.101
66 C -10.73034 -5.17505 -0.86420  -0.094
67 H 7.21587 3.14348 3.04134  0.095
68 C -4.79135 -0.49436 -1.02221  -0.076
69 C -5.82194 -0.57169 -1.94462  -0.142
70 H -4.17875 0.39991 -0.98429  0.101
71 C 2.10840 -2.33391 -1.48358  -0.613
72 H 12.11663 -1.60920 6.54342  0.100
73 H -10.50110 -8.48824 -1.52074  0.100
74 H 4.58175 3.48485 3.80688  0.095
75 H -8.56588 3.31223 -7.62745  0.099
76 C 1.74673 -0.95014 -0.98051  -0.368
77 C 7.68830 5.19271 0.38730  -0.093
78 H 9.43378 2.33666 2.30940  0.088
79 H 1.00678 -0.21395 0.93425  0.069
80 H 9.41637 5.18605 -0.88328  0.100
81 C -7.89114 0.28781 -6.26395  -0.093
82 C -10.27458 -7.43054 -1.56202  -0.098
83 C 10.65605 -0.19105 5.86898  -0.097
84 C -8.33268 2.92886 -5.53005  -0.100
85 Si -0.97556 -0.54687 -0.48064  0.496
86 Br 2.92159 -3.43845 -0.10863  0.629
87 H 11.33856 2.61801 4.10716  0.094

Properties
* LUMO level: 0.019 Eh
* energy above the lowest of the compared OMol25 structures with the same formula, charge and spin: 0.0 kJ/mol
* F_max: 0.29 eV/A
* highest occupied orbital energy: -9.31 eV
* charge: 0

2.
Molecular formula: C38H44CaClN11O5
Method: DFT, ωB97M-V/def2-TZVPD

Last column: Löwdin charge in e.
Geometry (Å):
1 H 2.44916 -3.94660 0.09702  0.111
2 H -0.25190 -1.19991 -3.47745  0.084
3 H -3.29032 -2.85706 -4.65268  0.090
4 H -0.05391 2.09222 -0.56091  0.046
5 Ca -0.51217 -0.59412 0.52020  1.420
6 C -1.17656 1.81437 -4.79543  -0.094
7 C 1.88579 -3.97616 1.01908  -0.004
8 C -3.58075 0.96322 5.40305  -0.019
9 C -2.91073 2.41284 1.49280  -0.089
10 H 1.33167 1.34694 -0.26868  0.029
11 C 3.10258 1.61041 1.72740  -0.208
12 N -3.16686 0.43157 -1.47819  0.151
13 H -1.62406 2.73821 7.50656  0.093
14 C -3.21284 1.06324 -3.79091  -0.044
15 C -2.83007 3.52295 -0.65916  -0.017
16 O 2.06353 -1.73646 -2.91338  0.109
17 H -4.56421 -3.50504 -3.63856  0.095
18 H 4.73781 0.70978 -2.01882  0.116
19 C 5.66467 -1.11280 -2.85771  -0.160
20 N -3.09177 0.16263 0.81488  0.092
21 O -0.23459 -0.57243 2.72658  -0.142
22 C 0.52211 -2.82047 2.66743  -0.146
23 C -3.04249 0.97464 1.94774  -0.296
24 C -3.35035 -2.96216 -1.23481  -0.024
25 N 3.19774 -0.40524 3.10514  0.017
26 C 4.95675 0.23305 -2.97060  -0.121
27 H 5.54842 0.92231 -3.57568  0.120
28 C -2.78843 1.14438 4.25983  -0.354
29 N -3.16934 0.45571 3.10712  0.177
30 C 1.76665 -5.13641 1.73606  -0.104
31 C -1.99717 2.27629 6.60490  -0.085
32 C 1.25388 -2.77221 1.43480  -0.402
33 H 2.80200 -0.85090 2.28002  0.043
34 H -2.81417 3.48338 -1.73935  0.106
35 H 2.59623 -2.11067 -3.65819  0.106
36 N -1.24129 1.32055 -2.44933  0.117
37 C -2.07479 -2.62006 -0.50390  -0.504
38 C -1.73219 -2.14911 -2.57373  -0.416
39 N 0.48508 1.67290 0.19187  -0.046
40 N -1.65621 1.83607 4.27252  0.124
41 H -1.65784 -1.33493 -4.42897  0.092
42 H -2.77321 5.65992 -0.57109  0.101
43 H -3.68813 -3.98214 -1.05764  0.141
44 C 1.75017 2.03799 2.28134  -0.204
45 H -4.10672 -2.23619 -0.91833  0.139
46 C -2.81840 4.74182 -0.00122  -0.074
47 H -3.77967 1.42998 7.47976  0.102
48 H -0.34904 2.93545 5.40526  0.102
49 C -2.88660 4.79435 1.38973  -0.073
50 H -4.38521 -1.74442 -3.78960  0.084
51 C -3.84438 -2.69257 -3.72874  -0.024
52 H -0.09697 2.97321 1.70823  0.097
53 C -0.12298 -1.67144 3.25803  -0.188
54 N -1.15580 -2.08495 -1.38078  0.108
55 N -2.94545 -2.72480 -2.60626  -0.079
56 H -2.89673 5.75650 1.88333  0.102
57 H 4.13836 1.39360 3.60298  0.107
58 H 1.24869 1.19146 2.74910  0.080
59 H -0.11750 -4.04721 4.31738  0.114
60 C 2.56243 -0.51375 -2.74818  -0.493
61 N 4.03004 -1.30657 -4.56149  -0.033
62 H -4.47913 0.36894 5.32625  0.107
63 O 1.37073 -1.70681 0.72356  -0.236
64 H 4.90324 0.56920 2.24559  0.101
65 H 6.11741 -1.37569 -4.95812  0.115
66 C 1.03385 -5.16646 2.92801  -0.677
67 H 3.92905 -1.10754 -5.54589  0.120
68 H 2.98366 1.01034 0.81800  0.094
69 C -2.53058 1.48107 -4.90555  -0.094
70 H -3.00459 3.70015 3.22485  0.104
71 C 0.43720 -4.02623 3.38654  -0.065
72 C -2.53649 0.98327 -2.55263  -0.399
73 H 5.21739 -1.71254 -2.06239  0.120
74 H -4.26384 0.81182 -3.82194  0.104
75 H -0.52656 -1.79686 4.27649  0.140
76 H 5.45955 -2.83419 -4.20163  0.112
77 H 3.80871 -1.07739 3.55216  0.069
78 H 1.90628 2.77226 3.07886  0.118
79 C 3.92849 0.79234 2.71079  -0.295
80 C -0.59881 1.72731 -3.54412  -0.164
81 C -3.18385 1.54679 6.58381  -0.082
82 C 5.39979 -1.74630 -4.21861  -0.184
83 C -2.94492 3.63693 2.15032  -0.019
84 H 0.44618 1.98498 -3.40039  0.100
85 Cl 0.91116 -6.66630 3.81319  0.623
86 H 1.30530 3.53790 0.79220  0.114
87 C 0.83401 2.64918 1.23774  -0.245
88 O 2.15624 0.24537 -1.90889  0.087
89 C -2.87622 2.37135 0.11105  -0.114
90 H -0.60200 2.15028 -5.64650  0.092
91 C -1.28114 2.38152 5.42677  -0.147
92 O -1.87382 -2.68890 0.69248  0.011
93 N -1.09915 -1.70958 -3.68005  0.223
94 H 3.29180 0.67838 -4.33079  0.157
95 C 3.67892 -0.14631 -3.72665  -0.237
96 H -3.04393 1.55884 -5.85602  0.104
97 C -3.02279 0.93357 -0.27108  -0.363
98 H 2.24411 -6.04427 1.38759  0.102
99 H 3.67438 2.49741 1.43025  0.114
100 H 6.72840 -1.01902 -2.64563  0.114

Properties
* LUMO level: 0.006 Eh
* energy above the lowest of the compared OMol25 structures with the same formula, charge and spin: 87.1 kJ/mol
* F_max: 0.79 eV/A
* highest occupied orbital energy: -7.22 eV
* charge: 0